Entry 1:
# C2H3Cl2N4

A molecular structure, C2H3Cl2N4 (ωB97M-V with the def2-TZVPD basis set, the Open Molecules 2025 dataset).

Its total charge is +1. For the energy above the lowest of the compared OMol25 structures with the same formula, charge and spin, the calculation gives 49.6 kJ/mol. For the gap between HOMO and LUMO, the calculation gives 8.501 eV.

Each line ends with the Löwdin charge.
CARTESIAN COORDINATES (ANGSTROEM)
C -0.65305 0.08738 -0.28166  -0.362
C 1.58843 0.12987 0.35180  -1.105
N -0.00529 0.21744 -1.48104  0.061
N 1.17409 0.34400 -1.45136  0.156
N 0.16747 -0.00059 0.70880  0.102
N -1.96134 -0.11957 -0.24271  0.288
Cl 2.59872 1.17193 1.29524  0.738
Cl 2.16826 -1.48119 -0.01967  0.722
H -0.15048 0.07081 1.57710  0.117
H -2.55092 -0.19019 -1.07656  0.170
H -2.37588 -0.22988 0.62006  0.114


Entry 2:
# C2H3Cl2NO

C2H3Cl2NO in the gas phase (ωB97M-V with the def2-TZVPD basis set, the Open Molecules 2025 dataset).

For the energy above the lowest of the compared OMol25 structures with the same formula, charge and spin, the calculation gives 0.0 kJ/mol. For the gap between HOMO and LUMO (spin up / spin down), the calculation gives 7.668 / 6.759 eV. The spin multiplicity is 3.

Each line ends with the Mulliken spin population.
CARTESIAN COORDINATES (ANGSTROEM)
C -0.28647 -0.33149 -1.03283  -0.063
C 0.39710 0.37619 0.10390  0.585
N -0.36796 0.79960 1.09719  0.149
O -1.47179 -0.52987 -1.09576  0.434
Cl 2.00544 0.78070 -0.14099  0.061
Cl 0.59199 -2.02166 -0.01296  0.812
H 0.38207 -0.47834 -1.84805  0.014
H -1.28989 0.59791 0.91536  -0.004
H 0.03951 0.80696 2.01414  0.012


Entry 3:
# C2H3Cl2O2S

2 unconnected molecules or ions with the total composition C2H3Cl2O2S (ωB97M-V with the def2-TZVPD basis set, the Open Molecules 2025 dataset).

Its total charge is -1. For the energy above the lowest of the compared OMol25 structures with the same formula, charge and spin, the calculation gives 374.2 kJ/mol. For the gap between HOMO and LUMO (spin up / spin down), the calculation gives 5.530 / 6.734 eV.

Each line ends with the Löwdin charge.
CARTESIAN COORDINATES (ANGSTROEM)
C -1.18060 0.27971 -0.77409  -0.470
C 1.84702 0.53133 0.94590  -0.780
O 3.78584 0.48287 -0.55724  -0.576
O 3.07229 -1.76195 0.07722  -0.508
S 2.65752 -0.42369 -0.28242  0.496
Cl -2.56080 0.99722 0.02366  0.441
Cl 2.28670 2.21659 0.96327  0.468
H -0.21545 0.83998 -0.70978  -0.015
H -1.11871 -0.80365 -0.55460  0.008
H 0.81675 0.46939 1.13992  -0.063


Entry 4:
# C2H3Cl3O2S2

2 unconnected molecules or ions with the total composition C2H3Cl3O2S2 (ωB97M-V with the def2-TZVPD basis set, the Open Molecules 2025 dataset).

For the energy above the lowest of the compared OMol25 structures with the same formula, charge and spin, the calculation gives 0.0 kJ/mol. For the gap between HOMO and LUMO (spin up / spin down), the calculation gives 6.837 / 6.843 eV.

Each line ends with the Löwdin charge.
CARTESIAN COORDINATES (ANGSTROEM)
C 2.33913 0.08476 0.05448  -0.167
C -2.54193 0.32298 0.06468  -1.656
O 0.51183 -1.74779 -0.67306  -0.418
O 0.04418 -0.34740 1.23600  -0.516
S -0.28010 1.00627 -1.20590  0.398
S 0.63490 -0.43082 -0.10448  0.185
Cl -2.30906 -1.44288 0.09564  0.655
Cl -2.50919 1.21474 1.47545  0.716
Cl -3.62080 0.80220 -1.12954  0.642
H 2.53472 0.48268 -0.87170  0.013
H 2.33897 0.88481 0.80059  0.080
H 2.85736 -0.82954 0.25785  0.067